(1)
Molecular formula: C4H5FS
Method: DFT, ωB97M-V/def2-TZVPD

The highest occupied orbital energy is -0.346 Ha. The SMILES is C=CCC(F)=S.

```
! wB97M-V def2-TZVPD RIJCOSX def2/J DEFGRID3
* xyz 0 1
C -1.08 -0.21 0.51
C 0.23 -0.27 0.27
C 1.01 0.97 0.06
C 2.54 0.51 -0.18
F 3.13 1.29 -1.03
S 3.36 -0.72 0.45
H -1.70 -1.08 0.62
H -1.61 0.79 0.52
H 0.74 -1.18 0.17
H 0.76 1.37 -0.83
H 0.78 1.70 0.92
*
```

(2)
Molecular formula: C4H5FS
Method: DFT, ωB97M-V/def2-TZVPD

The highest occupied orbital energy is -0.318 Ha. The SMILES is C/C(F)=C\C=S.

```
! wB97M-V def2-TZVPD RIJCOSX def2/J DEFGRID3
* xyz 0 1
C 0.27 -0.39 1.42
C -0.70 -0.33 0.37
F -1.91 -0.65 0.78
C -0.55 0.03 -0.91
C 0.56 0.75 -1.48
S 0.79 0.85 -3.12
H 1.32 -0.25 1.14
H 0.04 0.31 2.19
H 0.33 -1.35 1.95
H -1.33 -0.32 -1.57
H 1.17 1.35 -0.77
*
```

(2) is favored, and the nearest alternative lies 0.0142 hartree above it.

(1)
Molecular formula: C3H11N4
Method: DFT, ωB97M-V/def2-TZVPD

The highest occupied orbital energy is -0.450 Ha.

```
! wB97M-V def2-TZVPD RIJCOSX def2/J DEFGRID3
* xyz 1 1
N -2.06 -2.05 -0.36
C -1.58 -1.00 -1.01
N -2.25 0.03 -1.43
H -2.96 -1.98 0.12
H -1.45 -2.84 -0.20
H -0.50 -1.06 -1.27
H -1.85 0.80 -1.92
H -3.20 0.15 -1.14
C 1.68 0.33 1.22
C 1.60 1.25 0.25
N 2.32 2.53 0.26
N 0.87 -0.91 1.15
H 2.31 0.42 2.11
H 0.94 1.05 -0.62
H 1.71 3.27 0.49
H 2.50 2.69 -0.75
H 0.40 -1.04 2.03
H 1.51 -1.65 1.08
*
```

(2)
Molecular formula: C3H11N4
Method: DFT, ωB97M-V/def2-TZVPD

The highest occupied orbital energy (spin up / spin down) is -0.437 / -0.437 Ha. The SMILES is [H]/N=[NH+]/[C@@H](CC)NN.

```
! wB97M-V def2-TZVPD RIJCOSX def2/J DEFGRID3
* xyz 1 1
H -1.14 1.57 -2.56
N -0.44 1.52 -1.81
N -0.27 0.44 -1.25
C 0.58 0.30 -0.07
C -0.40 -0.16 1.14
C -1.55 0.92 1.42
N 1.57 -0.75 -0.19
N 1.64 -1.84 -1.03
H -0.85 -0.39 -1.33
H 1.09 1.24 0.18
H -0.99 -0.95 0.73
H 0.06 -0.41 2.01
H -1.19 1.53 2.21
H -1.88 1.67 0.66
H -2.38 0.37 1.65
H 1.97 -0.91 0.81
H 2.12 -2.65 -0.60
H 2.06 -1.50 -1.95
*
```

(3)
Molecular formula: C3H11N4
Method: DFT, ωB97M-V/def2-TZVPD

The highest occupied orbital energy is -0.425 Ha.

```
! wB97M-V def2-TZVPD RIJCOSX def2/J DEFGRID3
* xyz 1 1
C -2.61 -0.78 -0.37
C -1.14 -0.48 -0.67
C -0.48 0.57 0.24
N 2.46 1.61 -0.19
N 1.39 1.85 -0.27
N -1.19 1.30 1.05
N 3.03 -0.68 0.19
H -3.11 0.16 -0.18
H -2.93 -1.14 -1.32
H -2.80 -1.48 0.42
H -0.54 -1.36 -0.75
H -0.96 -0.01 -1.66
H 2.93 0.50 -0.06
H -0.84 1.98 1.66
H -2.13 0.88 1.24
H 3.99 -1.08 -0.01
H 2.59 -0.73 1.19
H 2.35 -1.10 -0.49
*
```

(1) is favored, and the nearest alternative lies 0.0896 hartree above it.

(1)
Molecular formula: C3H11N4
Method: DFT, ωB97M-V/def2-TZVPD

The highest occupied orbital energy is -0.508 Ha. The SMILES is CN/C=[NH+]\N(C)N.

```
! wB97M-V def2-TZVPD RIJCOSX def2/J DEFGRID3
* xyz 1 1
C 2.89 -0.18 0.36
N 1.52 -0.10 0.20
C 0.92 0.79 -0.51
N -0.42 0.74 -0.60
N -1.18 -0.22 0.07
C -2.38 0.42 0.68
N -1.30 -1.32 -0.76
H 3.14 -0.17 1.35
H 3.35 0.80 -0.18
H 3.26 -1.00 -0.10
H 0.89 -0.63 0.76
H 1.38 1.17 -1.36
H -0.90 1.51 -1.00
H -3.11 0.61 -0.08
H -2.67 -0.30 1.50
H -2.11 1.31 1.11
H -2.16 -1.29 -1.18
H -1.13 -2.14 -0.27
*
```

(2)
Molecular formula: C3H11N4
Method: DFT, ωB97M-V/def2-TZVPD

The highest occupied orbital energy (spin up / spin down) is -0.500 / -0.500 Ha.

```
! wB97M-V def2-TZVPD RIJCOSX def2/J DEFGRID3
* xyz 1 1
C 1.22 1.76 -0.21
C -0.18 -1.21 -0.79
C -0.16 1.15 -0.48
N -0.61 -2.24 2.01
N -0.72 -1.02 2.26
N -0.04 -0.21 -0.02
N -0.25 1.23 -1.89
H 1.51 1.71 0.77
H 1.89 1.17 -0.91
H 1.15 2.77 -0.67
H 0.04 -2.31 -0.39
H -0.25 -1.19 -1.85
H 0.21 -2.83 1.70
H -0.89 1.64 0.21
H -1.40 -3.00 2.18
H -0.51 2.24 -1.94
H 0.12 -0.36 2.23
H -1.14 0.71 -2.23
*
```

(1) is favored, and the nearest alternative lies 0.0663 hartree above it.

(1)
Molecular formula: C3H9N3O
Method: DFT, ωB97M-V/def2-TZVPD

The highest occupied orbital energy is -0.339 Ha. The SMILES is NCNC(=O)CN.

```
! wB97M-V def2-TZVPD RIJCOSX def2/J DEFGRID3
* xyz 0 1
N 2.81 -0.13 0.50
C 1.87 0.00 -0.56
N 0.47 0.19 -0.11
C -0.47 -0.75 -0.18
O -0.27 -1.94 -0.34
C -1.90 -0.31 0.09
N -2.16 1.16 -0.03
H 2.72 0.45 1.31
H 3.00 -1.07 0.82
H 1.94 -0.86 -1.21
H 2.05 0.91 -1.13
H 0.19 1.15 -0.16
H -2.07 -0.54 1.15
H -2.62 -0.96 -0.40
H -2.96 1.33 -0.62
H -2.62 1.36 0.85
*
```

(2)
Molecular formula: C3H9N3O
Method: DFT, ωB97M-V/def2-TZVPD

The highest occupied orbital energy is -0.328 Ha. The SMILES is N=C(N)N.CC=O.

```
! wB97M-V def2-TZVPD RIJCOSX def2/J DEFGRID3
* xyz 0 1
N 0.19 1.25 0.99
C 0.51 0.18 1.65
N 1.63 0.09 2.45
N -0.41 -0.88 1.79
H 1.07 1.77 0.59
H 2.07 0.96 2.76
H 1.56 -0.60 3.18
H -0.47 -1.19 2.72
H -1.40 -0.62 1.47
C -0.42 0.17 -3.03
C -1.02 -0.46 -1.81
O -1.32 -1.66 -1.80
H 0.62 -0.20 -3.12
H -0.38 1.26 -3.06
H -0.99 -0.29 -3.86
H -1.23 0.21 -0.93
*
```

(3)
Molecular formula: C3H9N3O
Method: DFT, ωB97M-V/def2-TZVPD

The highest occupied orbital energy (spin up / spin down) is -0.247 / -0.247 Ha.

```
! wB97M-V def2-TZVPD RIJCOSX def2/J DEFGRID3
* xyz 0 1
C -1.69 -0.24 -0.43
N -1.62 -0.29 -1.81
H -1.55 0.61 -2.26
H -0.95 -0.94 -2.18
H -2.38 0.50 -0.04
H -1.72 -1.21 0.05
H -0.20 -0.12 0.23
C 1.48 -0.49 0.78
N 1.62 -0.69 2.10
C 0.14 1.05 0.10
N 0.58 1.64 -0.94
O 2.13 -1.01 -0.10
H 1.08 -0.16 2.76
H 2.39 -1.26 2.45
H 0.83 1.00 -1.70
H -0.13 1.61 0.99
*
```

(4)
Molecular formula: C3H9N3O
Method: DFT, ωB97M-V/def2-TZVPD

The highest occupied orbital energy is -0.287 Ha.

```
! wB97M-V def2-TZVPD RIJCOSX def2/J DEFGRID3
* xyz 0 1
C 0.17 -0.93 -2.22
C 0.25 -1.11 -0.74
N 1.21 0.74 0.17
N 0.48 -2.22 -0.19
O 1.52 1.48 -0.66
H 0.56 -2.15 0.83
H -0.87 -0.75 -2.51
H 0.53 -1.82 -2.74
H 0.74 -0.06 -2.54
C -0.67 1.03 2.13
N -0.65 0.96 0.69
H -0.89 1.83 0.23
H -0.36 -0.10 -0.01
H 0.04 1.77 2.53
H -0.41 0.06 2.55
H -1.67 1.29 2.50
*
```

(1) is favored, and the nearest alternative lies 0.0326 hartree above it.

(1)
Molecular formula: C4H10NOPS2
Method: DFT, ωB97M-V/def2-TZVPD

The highest occupied orbital energy is -0.320 Ha.

```
! wB97M-V def2-TZVPD RIJCOSX def2/J DEFGRID3
* xyz 0 1
C -1.13 1.73 -1.20
C 1.24 -2.37 1.82
C -0.17 1.94 -0.20
C 0.37 -1.16 1.53
N -0.84 1.52 -2.51
O -2.43 1.57 -0.84
P 0.76 -0.65 -0.34
S 2.62 -0.24 -0.71
S -0.56 -1.65 -1.38
H 1.06 -2.77 2.83
H 1.02 -3.16 1.06
H 2.27 -2.04 1.76
H -0.62 2.20 0.76
H 0.85 2.35 -0.53
H 0.54 -0.22 1.99
H -0.76 -1.33 1.77
H 0.03 1.08 -2.73
H -1.64 1.23 -3.02
H -2.62 1.96 -0.05
*
```

(2)
Molecular formula: C4H10NOPS2
Method: DFT, ωB97M-V/def2-TZVPD

The highest occupied orbital energy is -0.319 Ha. The SMILES is CCO[P@]1(=S)NCCS1.

```
! wB97M-V def2-TZVPD RIJCOSX def2/J DEFGRID3
* xyz 0 1
C 0.75 2.78 1.62
C 0.36 1.33 1.59
O 0.94 0.77 0.38
P 0.54 -0.85 0.23
S 1.65 -1.81 1.44
N 0.73 -1.34 -1.41
C -0.53 -1.28 -2.10
C -1.59 -2.08 -1.24
S -1.61 -1.15 0.36
H 0.19 3.30 0.81
H 1.80 2.80 1.47
H 0.47 3.19 2.64
H -0.73 1.29 1.76
H 0.84 0.82 2.46
H 1.33 -0.65 -1.77
H -0.51 -1.89 -3.08
H -0.86 -0.19 -2.25
H -1.26 -3.06 -1.02
H -2.51 -1.99 -1.89
*
```

(2) is favored, and the nearest alternative lies 0.0491 hartree above it.

(1)
Molecular formula: C2H7NO4
Method: DFT, ωB97M-V/def2-TZVPD

The highest occupied orbital energy is -0.373 Ha. The SMILES is O=CNC=O.O.O.

```
! wB97M-V def2-TZVPD RIJCOSX def2/J DEFGRID3
* xyz 0 1
O 0.28 1.47 0.70
C 1.31 0.95 0.35
N 1.41 0.23 -0.83
C 2.63 -0.21 -1.32
O 3.69 -0.01 -0.79
H 2.22 0.98 0.96
H 0.53 0.13 -1.33
H 2.52 -0.78 -2.25
O -2.68 -0.82 1.90
H -2.40 -0.24 2.62
H -3.64 -0.86 1.91
O -1.68 -0.28 -0.94
H -2.64 -0.39 -1.00
H -1.56 -0.16 0.01
*
```

(2)
Molecular formula: C2H7NO4
Method: DFT, ωB97M-V/def2-TZVPD

The highest occupied orbital energy is -0.385 Ha. The SMILES is O=CNC=O.O.O.

```
! wB97M-V def2-TZVPD RIJCOSX def2/J DEFGRID3
* xyz 0 1
O 2.81 -1.48 0.06
C 1.62 -1.50 0.20
N 0.65 -1.19 -0.74
C -0.65 -1.69 -0.63
O -1.09 -2.23 0.35
H 1.15 -1.90 1.12
H 0.81 -0.76 -1.64
H -1.37 -1.31 -1.38
O -1.06 3.71 -1.55
H -0.20 3.89 -1.16
H -1.65 4.41 -1.29
O -1.51 2.39 2.15
H -0.80 2.36 1.49
H -1.88 1.52 2.01
*
```

(3)
Molecular formula: C2H7NO4
Method: DFT, ωB97M-V/def2-TZVPD

The highest occupied orbital energy is -0.378 Ha. The SMILES is O=CNC=O.O.O.

```
! wB97M-V def2-TZVPD RIJCOSX def2/J DEFGRID3
* xyz 0 1
O -1.00 -1.17 -1.24
C -0.59 -0.63 -0.23
N 0.66 -1.03 0.47
C 1.86 -0.38 -0.12
O 2.74 0.13 0.46
H -1.24 0.20 0.37
H 0.86 -1.80 1.13
H 1.66 -0.06 -1.23
O 1.52 -1.91 2.91
H 2.43 -2.08 3.24
H 1.49 -0.92 3.07
O -3.84 3.41 -3.19
H -3.48 2.49 -3.02
H -3.08 3.75 -2.63
*
```

(1) is favored, and the nearest alternative lies 0.0231 hartree above it.

(1)
Molecular formula: C2H14N2O3
Method: DFT, ωB97M-V/def2-TZVPD

The highest occupied orbital energy is -0.357 Ha. The SMILES is NCCN.O.O.O.

```
! wB97M-V def2-TZVPD RIJCOSX def2/J DEFGRID3
* xyz 0 1
N 1.09 -2.27 0.79
C 0.02 -1.29 0.56
C -0.55 -0.86 1.89
N -1.73 0.00 1.77
H 0.66 -3.17 1.00
H 1.60 -2.41 -0.07
H 0.48 -0.45 0.03
H -0.80 -1.65 -0.08
H 0.22 -0.31 2.45
H -0.69 -1.75 2.51
H -2.30 -0.08 2.62
H -2.37 -0.29 1.04
O -0.64 2.63 1.25
H -0.96 1.75 1.53
H -1.01 3.31 1.82
O 0.99 -0.75 -4.08
H 1.34 0.08 -4.42
H 1.02 -0.64 -3.12
O 0.89 1.84 -1.50
H 0.02 1.86 -1.90
H 0.84 2.50 -0.80
*
```

(2)
Molecular formula: C2H14N2O3
Method: DFT, ωB97M-V/def2-TZVPD

The highest occupied orbital energy is -0.344 Ha. The SMILES is NCCN.O.O.O.

```
! wB97M-V def2-TZVPD RIJCOSX def2/J DEFGRID3
* xyz 0 1
N -1.07 1.58 0.94
C -0.42 1.87 -0.40
C 0.48 0.78 -0.87
N 0.44 0.58 -2.37
H -1.26 0.59 1.20
H -2.09 1.89 0.71
H 0.10 2.96 -0.21
H -1.00 2.06 -1.26
H 1.46 0.59 -0.40
H -0.05 -0.22 -0.57
H 1.30 0.74 -2.80
H 0.25 -0.34 -2.61
O -1.69 -1.80 -1.26
H -2.44 -2.20 -0.87
H -1.97 -1.60 -2.17
O 0.88 -3.22 0.98
H 0.29 -3.41 0.34
H 0.45 -3.55 1.76
O 1.50 1.12 2.75
H 2.46 1.05 2.68
H 0.98 1.58 2.06
*
```

(1) is favored, and the nearest alternative lies 0.0725 hartree above it.

(1)
Molecular formula: C5H10NO2
Method: DFT, ωB97M-V/def2-TZVPD

The highest occupied orbital energy is -0.560 Ha. The SMILES is O=C(O)[C@@H]1CCC[NH2+]1.

```
! wB97M-V def2-TZVPD RIJCOSX def2/J DEFGRID3
* xyz 1 1
O -0.28 -1.72 2.24
C -0.05 -1.69 1.07
O -0.51 -2.61 0.20
C 0.50 -0.64 0.15
C 0.89 0.64 0.76
C 0.61 1.81 -0.26
C -0.66 1.29 -0.97
N -0.69 -0.34 -0.89
H -0.74 -3.55 0.63
H 1.34 -0.96 -0.51
H 0.33 0.81 1.72
H 1.89 0.75 1.14
H 1.32 1.98 -0.97
H 0.47 2.80 0.32
H -0.80 1.54 -1.99
H -1.67 1.54 -0.34
H -0.34 -0.93 -1.72
H -1.63 -0.71 -0.57
*
```

(2)
Molecular formula: C5H10NO2
Method: DFT, ωB97M-V/def2-TZVPD

The highest occupied orbital energy (spin up / spin down) is -0.467 / -0.448 Ha.

```
! wB97M-V def2-TZVPD RIJCOSX def2/J DEFGRID3
* xyz 1 1
C 0.54 1.89 0.20
C 0.08 0.14 -1.92
C 0.81 -0.15 1.65
C -0.41 -2.18 -1.95
C -1.15 1.05 1.54
N 0.04 0.96 1.08
O 0.47 1.17 -1.58
O -0.20 -0.92 -1.28
H -0.04 2.77 -0.03
H 1.63 2.05 0.04
H 1.11 -0.85 0.78
H 0.24 -0.80 2.36
H 1.81 0.23 1.97
H -0.54 -2.95 -1.11
H 0.41 -2.41 -2.63
H -1.37 -2.16 -2.50
H -1.61 0.31 2.28
H -1.81 1.84 1.11
*
```

(3)
Molecular formula: C5H10NO2
Method: DFT, ωB97M-V/def2-TZVPD

The highest occupied orbital energy is -0.530 Ha.

```
! wB97M-V def2-TZVPD RIJCOSX def2/J DEFGRID3
* xyz 1 1
C -0.20 -0.86 -0.15
C -2.00 -0.10 1.14
C -1.68 0.74 -1.28
C 3.07 -0.52 0.13
C -0.95 0.23 -0.02
N 1.87 0.16 -0.11
O 0.14 -1.93 -0.08
O 1.84 1.38 0.11
H -2.33 0.82 1.65
H -2.91 -0.72 0.65
H -1.40 -0.82 1.88
H -2.52 -0.01 -1.62
H -2.14 1.65 -0.93
H -0.97 0.93 -2.11
H 3.47 -0.32 1.05
H 3.85 -0.10 -0.56
H 3.16 -1.51 -0.24
H -0.30 0.97 0.47
*
```

(4)
Molecular formula: C5H10NO2
Method: DFT, ωB97M-V/def2-TZVPD

The highest occupied orbital energy is -0.476 Ha.

```
! wB97M-V def2-TZVPD RIJCOSX def2/J DEFGRID3
* xyz 1 1
C 1.47 0.49 1.54
C -2.00 -0.83 -0.60
C -0.70 -1.04 -0.70
C 0.77 2.18 -0.17
C 0.82 0.81 0.42
N 0.17 -1.80 -1.32
O -2.86 -1.66 -1.32
O 1.26 -0.71 2.09
H 2.29 1.15 1.84
H -2.43 -0.28 0.20
H -0.13 2.39 -0.75
H 0.79 2.93 0.76
H 1.46 2.45 -1.04
H -0.09 0.14 0.01
H 0.85 -1.56 -2.00
H 0.50 -2.64 -0.75
H -3.73 -1.32 -1.19
H 1.55 -0.71 2.99
*
```

(1) is favored, and the nearest alternative lies 0.1411 hartree above it.